Model A:
12
Properties=species:S:1:pos:R:3:nbo_charge:R:1 method="wB97M-V/def2-TZVPD" smiles=c1ccccc1 e_lumo_ev=1.0 multiplicity=1 homo_lumo_gap_ha=0.378 total_charge=0
C 0.747 0.850 0.953 -0.1941
C 1.286 -0.333 0.306 -0.2582
C 0.550 -0.962 -0.643 -0.1790
C -0.863 -0.797 -1.005 -0.2438
C -1.270 0.362 -0.362 -0.1855
C -0.395 1.277 0.348 -0.2447
H 1.308 1.162 1.906 0.2326
H 2.189 -0.836 0.714 0.2165
H 1.295 -2.057 -0.759 0.1964
H -1.439 -1.395 -1.676 0.2353
H -2.352 0.632 -0.545 0.2099
H -1.056 2.097 0.764 0.2145



Model B:
12
Properties=species:S:1:pos:R:3:nbo_charge:R:1 method="wB97M-V/def2-TZVPD" e_lumo_ev="-1.4 / -0.7" multiplicity=1 homo_lumo_gap_ha="0.228 / 0.270" total_charge=0
C -0.297 -0.459 -3.063 -0.1329
C -0.224 -0.367 -1.818 -0.2064
C 0.229 -1.350 0.560 -0.0395
C -0.554 0.140 -0.647 0.0899
C -0.477 -0.084 0.834 -0.3807
C 0.400 0.920 1.579 -0.5897
H -0.351 -0.725 -4.075 0.2290
H 1.178 -1.369 0.142 0.1459
H -1.594 -0.105 1.127 0.2354
H 0.945 0.373 2.250 0.2140
H -0.308 1.625 2.143 0.2169
H 1.052 1.403 0.968 0.2182



It is model A that is the most stable of them.